P.
C3H4O2S | the ωB97M-V functional and the def2-TZVPD basis

XYZ file:
```
10
C3H4O2S, DFT the ωB97M-V functional and the def2-TZVPD basis
S -2.018 0.641 -0.526
O -2.422 -0.681 -0.155
O 1.488 1.329 -0.789
C -0.915 1.157 0.598
C 1.137 0.219 -0.658
C 0.725 -1.004 -0.609
H -0.301 2.047 0.495
H -0.189 -1.276 -0.128
H 1.636 -1.681 -0.899
H -0.652 0.666 1.473
```

Summary:
2S+1   1
HOMO-LUMO gap   9.02 eV
HOMO level   -9.5203 eV

***

Q.
C3H4O2S | the ωB97M-V functional and the def2-TZVPD basis

XYZ file:
```
10
C3H4O2S, DFT the ωB97M-V functional and the def2-TZVPD basis
S 1.803 -2.217 -0.950
O -0.045 0.934 -0.552
O 1.930 -2.300 -2.430
C 0.317 -2.234 -0.272
C -0.400 1.614 0.303
C -0.929 2.481 1.073
H 0.415 -2.283 0.790
H -0.558 3.096 1.936
H -2.009 2.810 0.944
H -0.523 -1.900 -0.841
```

Summary:
2S+1   1
HOMO-LUMO gap   9.37 eV
HOMO level   -9.5511 eV

***

Relative energies, in kcal/mol, with the most stable structure set to zero: P 2.8; Q 0.0.

***

P.
C3H4O2S | the ωB97M-V functional and the def2-TZVPD basis

XYZ file:
```
10
C3H4O2S, DFT the ωB97M-V functional and the def2-TZVPD basis
S 0.881 0.160 1.709
O 1.626 -0.576 2.725
O 0.317 -2.403 -1.568
C 0.823 -1.336 -1.666
C -0.717 -0.238 1.835
C 0.981 -0.061 -1.867
H -1.170 -0.946 2.489
H 1.904 0.442 -1.900
H -1.484 0.385 1.440
H -0.051 0.316 -2.272
```

Summary:
2S+1   1
HOMO-LUMO gap   9.05 eV
HOMO level   -9.4088 eV

***

Q.
C3H4O2S | the ωB97M-V functional and the def2-TZVPD basis

XYZ file:
```
10
C3H4O2S, DFT the ωB97M-V functional and the def2-TZVPD basis
S -0.292 1.289 -0.832
O 3.568 -0.389 -0.494
O 2.200 0.511 1.080
C 2.883 0.084 0.281
C -1.020 0.319 0.362
C -1.765 -0.783 0.155
H -2.007 -1.577 0.998
H -0.972 0.889 -1.906
H -0.665 0.690 1.254
H -1.929 -1.034 -0.897
```

Summary:
2S+1   1
HOMO-LUMO gap   9.24 eV
HOMO level   -8.6467 eV

***

R.
C3H4O2S | the ωB97M-V functional and the def2-TZVPD basis

XYZ file:
```
10
C3H4O2S, DFT the ωB97M-V functional and the def2-TZVPD basis
S -1.799 0.656 -0.342
O 1.450 1.574 0.299
O 2.054 -0.673 -0.397
C -1.139 -0.772 0.674
C -0.181 -0.162 -0.433
C 1.217 0.124 -0.121
H -1.527 -1.762 0.226
H -0.048 -0.529 -1.553
H 0.691 2.176 -0.028
H -0.719 -0.631 1.674
```

Summary:
2S+1   1
HOMO-LUMO gap   10.05 eV
HOMO level   -9.6472 eV

***

S.
C3H4O2S | the ωB97M-V functional and the def2-TZVPD basis

XYZ file:
```
10
C3H4O2S, DFT the ωB97M-V functional and the def2-TZVPD basis
S 2.730 -0.029 -0.158
O 2.692 -1.454 -0.075
O 3.973 0.711 0.122
C 1.351 0.855 0.145
C -0.479 -0.996 0.069
C -0.032 0.314 0.074
H 0.405 -1.673 0.027
H -1.458 -1.289 0.113
H 1.581 2.008 -0.044
H -0.752 1.068 -0.028
```

Summary:
2S+1   1
HOMO-LUMO gap (alpha / beta)   7.80 / 7.81 eV
HOMO level (alpha / beta)   -9.0898 / -9.0904 eV

***

Relative energies, in kcal/mol, with the most stable structure set to zero: P 64.4; Q 0.0; R 37.1; S 68.9.

***

P.
CH2ClO2S | the ωB97M-V functional and the def2-TZVPD basis

XYZ file:
```
7
CH2ClO2S, DFT the ωB97M-V functional and the def2-TZVPD basis
Cl 2.512 -1.124 -0.784
S 1.274 0.015 0.855
O 1.278 1.280 0.166
O 2.202 0.064 1.987
C -2.897 -0.157 -0.647
H -2.388 0.858 -0.795
H -1.981 -0.934 -0.782
```

Summary:
2S+1   1
HOMO-LUMO gap (alpha / beta)   6.44 / 6.45 eV
HOMO level (alpha / beta)   -4.8472 / -4.8472 eV
Charge   -1

***

Q.
CH2ClO2S | the ωB97M-V functional and the def2-TZVPD basis

XYZ file:
```
7
CH2ClO2S, DFT the ωB97M-V functional and the def2-TZVPD basis
Cl 1.201 0.373 1.811
S 0.514 -0.105 -0.298
O 1.156 -1.391 -0.408
O 1.035 0.963 -1.095
C -1.119 -0.096 -0.319
H -1.492 0.964 -0.329
H -1.294 -0.708 0.639
```

Summary:
2S+1   1
HOMO-LUMO gap   8.28 eV
HOMO level   -4.2330 eV
Charge   -1

***

Relative energies, in kcal/mol, with the most stable structure set to zero: P 64.6; Q 0.0.